Record 1
56
Properties=species:S:1:pos:R:3:forces:R:3:mulliken_charge:R:1 method="wB97M-V/def2-TZVPD" spin_multiplicity=3 charge=+1 orbital_gap_ev="7.44 / 6.64" total_energy_ha=-2201.81066 largest_force_ev_per_a=1.15 s_squared=2.01
Pd 2.2974 -0.4428 -0.4438 0.6 -0.2 0.0 0.0537
C 5.2568 -0.9043 -2.5555 -0.1 0.0 -0.2 -1.1984
C 5.4674 -0.8772 -1.0901 0.5 0.0 0.1 0.6193
N 4.4906 -0.9114 -0.2371 -0.5 0.2 -0.1 -0.0138
C 4.9121 -0.8768 1.0665 1.0 0.0 0.0 -0.2712
C 6.2698 -0.8154 1.1992 -0.4 0.0 -0.2 -0.3070
S 7.0295 -0.8004 -0.3409 -0.8 -0.1 0.0 -0.1442
C 3.8949 -0.8777 2.1009 0.1 0.0 1.0 -0.1257
C 4.0738 -0.7921 3.4522 -0.3 0.0 -0.3 -0.3398
S 2.5621 -0.7806 4.2623 0.0 -0.1 -0.8 -0.1349
C 1.7605 -0.9020 2.7326 0.1 0.0 0.6 0.4325
N 2.5767 -0.9452 1.7232 -0.2 0.3 -0.5 0.0124
C 0.2834 -0.9280 2.6151 -0.2 0.0 -0.1 -0.8085
H 4.1787 -0.8819 -2.7587 0.3 0.0 0.0 0.2165
H 5.6790 -1.8120 -2.9844 0.0 0.0 -0.1 0.4061
H 5.7382 -0.0547 -3.0375 0.0 0.0 -0.1 0.3525
H 6.8524 -0.7623 2.0967 0.1 0.0 0.2 0.4279
H 4.9932 -0.7326 3.9985 0.2 0.0 0.1 0.4510
H -0.1768 -0.8243 3.5931 -0.1 0.0 0.0 0.4920
H -0.0486 -1.8640 2.1648 0.0 0.0 0.1 0.2205
H -0.0489 -0.1140 1.9671 0.0 0.0 0.1 0.1011
N -4.8168 0.2894 -0.5619 0.4 0.1 0.0 0.0070
C -6.1056 -0.1466 -0.4555 -0.3 -0.9 0.1 0.7292
C -7.3288 0.4999 -0.5498 -0.1 0.2 0.0 -0.9927
C -8.4550 -0.2924 -0.5035 0.0 0.2 0.0 -0.4146
C -8.3762 -1.6814 -0.3271 0.0 -0.2 0.0 -0.4857
C -7.1684 -2.3280 -0.1998 0.0 0.1 -0.1 -0.7675
C -6.0082 -1.5549 -0.2890 -0.5 0.9 -0.1 0.6125
N -4.7008 -1.9241 -0.2984 0.9 -0.1 0.0 -0.5895
C -4.0120 -0.8218 -0.4758 -0.9 -0.2 0.1 -0.1036
C -2.5871 -0.7884 -0.6575 1.1 0.2 -0.2 1.0121
C -1.8154 -1.9385 -0.4506 -0.1 0.2 -0.1 -0.2231
C -0.4488 -1.8806 -0.6181 -0.1 0.0 -0.2 -0.6234
N 0.1926 -0.7634 -1.0014 -0.2 0.2 0.4 -0.4363
C -0.5492 0.3249 -1.2552 0.2 0.2 -0.1 -0.6592
C -1.9156 0.3615 -1.0955 -0.2 -0.5 0.1 -0.6223
H -4.5233 1.2478 -0.6480 0.0 -0.1 0.0 0.1996
H -7.3940 1.5705 -0.6809 -0.1 0.1 0.0 0.3840
H -9.4275 0.1637 -0.6193 0.0 0.0 0.0 0.3844
H -9.2940 -2.2509 -0.3061 0.0 0.0 0.0 0.3845
H -7.1056 -3.3949 -0.0642 0.0 -0.1 0.0 0.4485
H -2.3125 -2.8523 -0.1758 0.0 -0.2 0.1 0.5453
H 0.1616 -2.7638 -0.4645 0.0 0.1 0.1 0.4593
H -0.0151 1.2068 -1.6025 0.0 -0.2 0.1 0.5720
H -2.4471 1.2681 -1.3329 0.0 0.1 0.0 0.3730
C 2.5923 4.4628 -0.4876 0.0 0.2 0.0 -0.4976
C 3.5197 3.7348 -1.2112 0.0 0.0 -0.1 -0.4872
C 3.5056 2.3457 -1.1735 0.0 -0.1 0.1 -0.0349
C 2.5596 1.6935 -0.3983 -0.3 -0.4 0.1 0.2658
C 1.6463 2.4236 0.3512 0.0 -0.1 0.0 -0.0258
C 1.6612 3.8108 0.3020 -0.1 -0.1 0.0 -0.6817
H 2.5974 5.5412 -0.5349 0.0 0.1 0.0 0.3866
H 4.2510 4.2416 -1.8222 0.1 0.1 -0.1 0.4076
H 4.2366 1.7979 -1.7583 0.0 0.0 0.0 0.3127
H 0.9031 1.9244 0.9687 0.1 0.0 0.0 0.2878
H 0.9398 4.3720 0.8751 -0.1 0.1 0.1 0.4310

***

Record 2
81
Properties=species:S:1:pos:R:3:forces:R:3:mulliken_charge:R:1 method="wB97M-V/def2-TZVPD" spin_multiplicity=5 charge=+3 orbital_gap_ev="6.19 / 3.55" total_energy_ha=-3983.66691 largest_force_ev_per_a=2.25 s_squared=6.21
Mn 0.5960 0.3400 -0.0136 0.6 -1.9 -1.1 -0.2466
P 1.5858 -0.4483 2.0540 0.7 -0.7 1.4 0.6278
P 2.9599 0.4293 -0.9653 0.7 -0.2 -0.4 0.8186
P -1.6010 -0.4331 0.7737 -0.9 -0.4 0.4 1.0059
H 1.2988 -1.5216 -1.8789 -0.5 0.0 0.1 0.3646
C 0.3461 -1.1168 -1.5228 -0.4 1.3 -0.4 -1.0878
C -0.0904 0.1835 -2.0080 0.3 -1.2 0.2 -0.5734
H 0.5377 0.7026 -2.7409 -0.4 -0.1 0.4 0.3409
C 1.9534 -2.2535 2.0850 -0.1 0.1 -0.1 -1.1925
C 3.1946 0.2272 2.6485 0.0 0.1 -0.1 -1.2253
C 0.6107 -0.2473 3.6077 0.0 0.1 -0.1 -1.3658
C 3.0893 0.6110 -2.7957 -0.4 0.1 0.2 -1.5224
C 4.1578 1.7075 -0.4013 -0.2 0.0 0.2 -1.2623
C 3.8772 -1.1555 -0.7282 -0.2 0.1 0.1 -1.2642
C -2.9336 -0.5311 -0.4973 0.3 0.1 -0.1 -1.5263
C -2.4740 0.4377 2.1340 0.2 0.1 0.0 -1.5681
C -1.5294 -2.1771 1.3876 0.1 0.1 -0.2 -1.2981
H -0.4085 -1.8579 -1.2366 0.4 0.2 -0.2 0.3129
H -1.1645 0.3846 -2.0815 0.5 0.0 0.0 0.2844
H 2.3882 -2.5269 3.0573 -0.1 0.1 -0.3 0.4675
H 2.6625 -2.5031 1.2885 -0.2 0.0 0.2 0.3307
H 1.0379 -2.8308 1.9221 0.3 0.1 0.0 0.2914
H 3.4331 -0.2285 3.6207 -0.1 0.1 -0.3 0.6005
H 3.1271 1.3129 2.7838 0.1 -0.3 0.0 0.3616
H 4.0092 0.0042 1.9524 -0.2 0.1 0.2 0.3156
H 1.2294 -0.5510 4.4647 -0.2 0.1 -0.3 0.5883
H -0.2958 -0.8603 3.5995 0.2 0.2 0.1 0.4336
H 0.3257 0.8042 3.7383 0.1 -0.2 0.0 0.2842
H 4.1458 0.5876 -3.0977 -0.3 0.0 0.2 0.5039
H 2.6478 1.5657 -3.1082 0.1 -0.2 0.0 0.3818
H 2.5542 -0.2014 -3.3010 0.2 0.1 0.1 0.4064
H 5.1722 1.4433 -0.7324 -0.3 0.0 0.0 0.5260
H 4.1530 1.7899 0.6902 0.1 0.0 -0.3 0.2883
H 3.8893 2.6830 -0.8247 0.1 -0.3 0.1 0.4004
H 4.7811 -1.1670 -1.3547 -0.3 0.1 0.2 0.5443
H 3.2335 -1.9942 -1.0208 0.2 0.2 0.1 0.3034
H 4.1681 -1.2894 0.3188 0.0 0.0 -0.3 0.3810
H -3.8677 -0.8968 -0.0498 0.3 0.1 0.0 0.5164
H -2.6495 -1.2038 -1.3155 0.0 0.2 0.2 0.3459
H -3.1055 0.4682 -0.9156 -0.1 -0.2 0.1 0.3759
H -3.3329 -0.1545 2.4789 0.2 0.1 -0.1 0.5058
H -2.8412 1.4040 1.7720 0.0 -0.3 0.1 0.6139
H -1.7971 0.6133 2.9763 -0.2 0.0 -0.2 0.3973
H -2.5377 -2.5667 1.5884 0.2 0.3 0.0 0.4388
H -0.9369 -2.2361 2.3066 -0.3 0.0 -0.2 0.2903
H -1.0529 -2.8104 0.6290 -0.1 0.1 0.2 0.3751
C -4.0950 -5.2795 -1.8636 0.1 0.8 1.0 1.0154
C -3.9839 -6.6551 -1.5972 0.2 -1.4 -0.3 -0.4080
C -4.0565 -7.5704 -2.6472 0.2 0.2 1.6 -0.5422
C -4.2631 -7.1264 -3.9565 0.0 -0.3 -0.4 -0.3547
C -4.4203 -5.7629 -4.2182 -0.1 1.6 0.5 -0.5009
C -4.3526 -4.8355 -3.1765 -0.2 -0.2 -1.3 -0.4094
S -3.9142 -4.0819 -0.5999 -0.1 -1.2 -0.8 -0.0040
H -3.5640 -4.9205 0.4166 -0.2 0.2 -0.4 0.2364
H -3.8328 -6.9722 -0.5651 0.0 -0.2 -0.4 0.3194
H -3.9484 -8.6353 -2.4364 -0.1 0.3 -0.1 0.4068
H -4.3063 -7.8488 -4.7795 0.0 0.3 0.4 0.4178
H -4.5955 -5.4039 -5.2332 0.0 -0.2 0.3 0.4077
H -4.4842 -3.7690 -3.3489 0.0 -0.2 -0.2 0.3974
C -0.3991 5.5989 -0.2891 0.3 -0.5 0.4 -0.8529
N -1.0024 4.8010 0.8091 0.2 0.3 -0.1 0.1854
C -0.2068 4.9686 2.0406 0.3 -0.1 -0.5 -0.9069
N 1.2160 4.6157 1.8355 -0.1 0.5 0.2 0.1639
C 1.7708 5.4086 0.7158 -0.5 -0.4 -0.1 -0.9015
N 1.0078 5.2075 -0.5358 -0.1 0.0 0.3 0.1497
C 1.1273 3.8501 -1.0694 -0.1 0.2 0.1 -1.1197
P 0.4858 2.5781 0.1559 0.2 2.0 0.1 2.5862
C -1.1625 3.4101 0.4244 0.0 0.1 0.2 -1.5992
C 1.4145 3.1960 1.6745 -0.3 -0.1 -0.3 -1.0649
H -0.4072 6.6608 0.0071 -0.1 -0.4 -0.2 0.3466
H -0.9822 5.4331 -1.2050 0.1 0.2 0.2 0.3872
H -0.6206 4.3205 2.8270 0.1 0.3 -0.1 0.3458
H -0.2473 6.0259 2.3380 -0.1 -0.4 0.0 0.3051
H 2.8184 5.1193 0.5533 -0.2 0.2 0.1 0.3877
H 1.6880 6.4738 0.9851 0.2 -0.4 -0.1 0.3084
H 0.5148 3.7650 -1.9787 0.2 0.0 0.1 0.4167
H 2.1761 3.6397 -1.3275 -0.4 0.1 0.0 0.4448
H -1.7301 2.8554 1.1844 0.2 0.3 -0.2 0.4971
H -1.7088 3.3690 -0.5294 0.0 -0.1 0.2 0.4322
H 2.4877 2.9802 1.5520 -0.3 0.0 0.1 0.2182
H 1.0299 2.6473 2.5506 0.2 0.2 -0.1 0.3978

***

Record 3
15
Properties=species:S:1:pos:R:3:forces:R:3:mulliken_charge:R:1 method="wB97M-V/def2-TZVPD" charge=0 orbital_gap_ev=9.21 de_lowest_kcal_mol=95.5 total_energy_ha=-382.81263 largest_force_ev_per_a=0.43
C -2.7528 0.0701 -0.2634 -0.2 -0.1 -0.1 -0.6270
O -1.5545 0.5027 0.3987 0.2 0.0 0.0 -0.3443
C -0.4551 -0.1461 0.1064 0.1 0.0 0.1 0.7696
O -0.4313 -1.0455 -0.8197 0.1 0.0 0.1 -0.5317
C 0.7827 -0.0902 0.7997 0.0 0.3 0.2 -0.8637
C 1.9856 0.3994 0.0229 -0.3 0.2 -0.1 -0.3502
O 3.0550 -0.5211 0.1990 0.3 0.0 -0.1 -0.4920
H -2.8282 -1.0192 -0.2346 0.0 0.2 0.0 0.3115
H -3.5740 0.5355 0.2808 0.1 -0.1 -0.1 0.2210
H -2.7456 0.4067 -1.3020 0.0 0.0 0.1 0.2812
H 0.7609 0.1965 1.8503 0.0 0.0 -0.2 0.2715
H 0.5697 -1.2865 -0.1301 -0.1 -0.1 -0.2 0.4838
H 1.7302 0.4945 -1.0450 0.0 0.0 0.2 0.2677
H 2.2942 1.3972 0.3763 0.0 -0.2 0.0 0.3040
H 3.8536 -0.1142 -0.1604 -0.1 -0.1 0.1 0.2987

***

Record 4
29
Properties=species:S:1:pos:R:3:forces:R:3:mulliken_charge:R:1 method="wB97M-V/def2-TZVPD" charge=0 orbital_gap_ev=9.58 de_lowest_kcal_mol=11.6 total_energy_ha=-470.45145 largest_force_ev_per_a=5.02 smiles=CB1OC(C)(C)C(C)(C)N1C
B 0.2070 -0.4095 1.5271 1.8 1.4 3.7 0.8834
C -0.3078 -0.2183 -0.9054 2.4 -1.7 4.0 1.0785
C -0.5024 1.0551 -0.0445 -1.5 1.3 -2.8 1.4083
C 0.7370 -0.3593 3.1668 1.4 -2.4 -1.9 -0.9030
C 0.6232 0.0121 -2.0519 0.8 -0.9 -1.1 -1.1242
C -1.5108 -1.1145 -0.9366 -0.9 -0.9 1.4 -1.4759
C -1.8586 1.6188 -0.3871 -0.3 1.6 -0.4 -1.5598
C 0.5655 2.1467 -0.3465 1.5 0.8 1.3 -1.8767
C 1.2493 -2.2802 0.0884 2.1 0.7 -1.8 -0.9849
N 0.6328 -1.0661 0.4095 -2.8 1.2 -2.3 -0.3441
O -0.4498 0.7958 1.2928 -0.2 -1.0 0.9 -0.7047
H 1.8877 -0.1970 3.1744 -1.9 0.2 -0.2 0.2462
H 0.6876 -1.3726 3.6936 -0.5 1.5 -0.4 0.2486
H 0.2024 0.4693 3.6199 0.1 -0.2 0.4 0.2005
H 0.9242 1.0898 -2.0778 -0.3 -1.5 -0.6 0.2267
H 0.2537 -0.3385 -3.0616 0.3 0.4 1.2 0.3366
H 1.5279 -0.6079 -1.7692 -0.7 0.9 -0.9 0.1960
H -2.1223 -0.7985 -1.7482 -1.0 0.3 -0.7 0.4624
H -2.0939 -0.9982 0.0602 0.9 -0.2 -1.8 0.2661
H -1.3888 -2.2265 -1.0762 0.6 1.2 0.1 0.2573
H -1.9918 2.4205 0.3803 -0.3 -0.1 -1.1 0.4205
H -2.7379 0.9882 -0.3668 0.1 -0.5 0.5 0.3679
H -1.8047 1.9530 -1.4559 -0.2 0.4 1.0 0.2985
H 1.4747 1.4985 -0.3286 0.0 1.2 0.2 0.5544
H 0.6196 2.8741 0.5560 -0.2 -1.3 -1.5 0.2954
H 0.6231 2.7973 -1.2898 -0.7 -1.2 1.2 0.2672
H 0.7168 -3.0908 -0.4095 -0.7 0.2 0.1 0.2543
H 2.0590 -1.9562 -0.6316 -0.3 -1.0 0.4 0.3186
H 1.7775 -2.6853 0.9183 0.3 -0.4 0.9 0.3857

***

Record 5
12
Properties=species:S:1:pos:R:3:forces:R:3:mulliken_charge:R:1 method="wB97M-V/def2-TZVPD" charge=0 orbital_gap_ev=9.62 de_lowest_kcal_mol=84.6 total_energy_ha=-265.40077 largest_force_ev_per_a=1.92 smiles="C=CC#N.C=N"
N 1.1669 -1.8617 2.4980 -0.1 0.7 -0.7 -0.4323
C 0.8750 -0.9233 1.8785 1.9 -0.1 0.3 0.3414
C -0.9045 -0.1906 1.0001 -0.7 0.5 -0.4 -0.4760
C 0.3059 0.2841 1.3242 -0.7 -1.0 1.2 -0.2574
C 0.4678 0.2056 -1.9718 -0.2 -0.1 0.0 -0.3134
N -0.7518 0.5257 -2.0956 0.4 0.1 -0.1 -0.4728
H -0.9885 -1.1149 0.4474 -0.1 -0.4 0.6 0.2684
H -1.8007 0.2466 1.3940 -0.6 0.8 -0.9 0.2617
H 0.4277 1.2785 1.7580 0.3 -0.6 0.2 0.2850
H 0.7167 -0.7923 -1.6009 0.0 0.1 -0.1 0.3126
H 1.3214 0.8581 -2.1911 -0.2 0.0 0.0 0.2504
H -0.8358 1.4843 -2.4407 0.0 -0.1 0.0 0.2323

***

Record 6
17
Properties=species:S:1:pos:R:3:forces:R:3:mulliken_charge:R:1 method="wB97M-V/def2-TZVPD" spin_multiplicity=4 charge=+2 orbital_gap_ev="4.18 / 4.21" total_energy_ha=-1733.80565 largest_force_ev_per_a=7.28 s_squared=3.79
N 2.3203 0.2035 0.7346 -0.2 -0.1 0.2 -0.5069
C 1.6637 -0.0317 -0.5423 0.0 -0.1 0.2 -0.4124
C 0.5739 0.9964 -0.8318 0.0 0.1 -0.8 -0.5843
C -0.5224 1.0577 0.2703 -0.8 -0.4 0.6 -0.3089
N -1.8013 0.8464 -0.3622 -1.9 -0.2 2.0 -0.1353
N -2.5916 -0.1924 0.1974 4.6 4.8 -3.0 -0.1376
C -2.5003 -1.3375 -0.1581 -2.3 -2.8 3.5 0.3347
S -2.4112 -2.8136 -0.7608 0.3 -1.8 0.3 -0.2366
H 1.7161 0.5892 1.4482 0.1 0.0 0.0 0.2180
H 2.7463 -0.6284 1.1225 0.2 0.1 -0.2 0.2397
H 1.2486 -1.0495 -0.6482 0.0 0.1 0.1 0.2339
H 2.4145 0.0845 -1.3293 -0.2 -0.1 -0.1 0.3093
H 0.9978 1.9881 -0.9923 -0.1 0.0 0.2 0.3209
H 0.0854 0.7184 -1.7702 0.2 0.1 -0.1 0.3959
H -0.5660 2.0645 0.7117 0.0 0.0 -0.2 0.3262
H -0.3347 0.3496 1.0855 0.0 -0.1 -0.2 0.3329
Er -3.0389 -2.8453 1.8251 0.3 0.6 -2.5 1.6103